ORCA calculation (wB97M-V/def2-TZVPD) on 10 unconnected molecules or ions with the total composition C22H70N5O10 in a non-equilibrium geometry.

```
! RIJCOSX wB97M-V def2-TZVPD def2/J DEFGRID3
* xyz 0 2
O 12.85786 -1.74627 -0.95513
O 9.14153 -0.82181 -4.73169
O 9.77122 -8.46654 -6.35996
O 10.42261 -5.46125 4.55600
O 8.45985 0.29945 -1.45049
O 6.35845 -6.84540 0.72919
O 11.90952 -1.86403 -4.60899
O 6.49276 -1.15566 2.66684
O 12.55020 0.35114 4.25673
O 10.51230 -2.29304 -2.29185
N 10.61296 -5.78400 -3.84859
N 6.97510 1.95219 0.83697
N 11.64869 -2.43269 3.03782
N 3.63418 -6.33425 2.19826
N 9.68472 2.42499 3.09266
C 11.05059 -3.25734 4.03598
C 9.96441 -6.77184 4.07934
C 7.24847 -5.71917 0.93046
C 4.78220 1.10073 1.16536
C 5.85568 -7.50248 1.91938
C 13.89008 0.60040 4.61378
C 4.35334 -7.46082 4.14069
C 6.81362 -0.30530 1.61574
C 8.97148 -5.42060 -5.52230
C 9.71836 -6.50464 -4.77935
C 5.40703 -2.03846 2.43479
C 11.78068 1.52434 4.10401
C 9.49759 -2.94502 -1.58350
C 4.87687 -6.66943 2.92246
C 9.23754 -9.44576 -5.47228
C 10.87600 -4.64851 3.45055
C 6.17967 1.12414 1.65317
C 10.82484 0.82929 1.83637
C 10.52320 1.25919 3.24245
C 10.53069 -7.46606 -5.57093
C 9.51100 -2.75733 -0.04397
C 9.73255 -2.52403 4.38151
H 10.14468 -7.49341 4.87617
H 12.42930 2.22088 3.57277
H 10.14151 2.98373 2.38608
H 8.75407 0.04305 -4.59708
H 8.93698 -6.77956 3.71544
H 5.10483 -7.99984 4.71760
H 3.65724 -5.47514 1.66768
H 9.29428 -2.19401 3.43964
H 10.44838 -7.08288 3.15353
H 12.63526 -0.83455 -0.75312
H 3.72873 -8.24691 3.71640
H 8.56472 -2.57946 -2.01273
H 10.08403 -10.06305 -5.17140
H 8.45192 -4.66097 -4.93825
H 9.77725 2.97157 3.93693
H 9.59437 -1.68098 0.10645
H 11.09600 -5.23324 -4.54389
H 11.62684 -3.31527 4.95938
H 5.51013 -5.88385 3.33472
H 11.13520 -6.85956 -6.24534
H 7.84766 -0.17184 1.93365
H 12.67227 -2.44631 -4.58139
H 13.97245 1.20700 5.51564
H 8.15448 -5.82456 -6.12016
H 7.67086 -0.16141 -1.73565
H 8.63205 -9.03231 -4.66573
H 8.66477 -3.17478 0.50168
H 11.47470 -0.04185 1.75323
H 11.31324 -1.96386 -3.86328
H 10.35355 -3.19408 0.49220
H 9.18141 -0.26203 -1.73392
H 13.49162 -1.87502 -1.66464
H 10.10466 -1.70462 4.99649
H 10.10525 -5.14557 -3.25299
H 4.65158 -1.90594 3.20929
H 14.37862 1.10092 3.77776
H 5.64866 -3.09970 2.37562
H 12.59622 -2.68423 2.79489
H 2.99552 -6.06897 2.93438
H 4.86821 -1.78099 1.52294
H 5.38374 -8.41604 1.55772
H 6.74609 -4.84643 1.34763
H 10.18860 -4.72739 2.60831
H 9.63885 -4.83174 -6.15156
H 11.85249 -5.06039 3.19570
H 7.86092 2.06330 1.30926
H 11.26689 -8.02578 -4.99403
H 6.62368 -7.89665 2.58489
H 8.46118 -10.09024 -5.88461
H 7.82157 -5.48859 0.03242
H 12.07294 -2.24151 -1.20054
H 4.61921 0.48685 0.27954
H 9.01581 -3.08737 4.97902
H 9.91210 0.59638 1.28795
H 9.46601 -3.99394 -1.87823
H 11.27641 1.60383 1.21647
H 11.70998 -1.63869 3.65905
H 6.17493 1.43936 2.69658
H 7.90698 -6.09912 1.71157
H 8.88637 -7.00492 -4.28373
H 4.42668 2.07139 0.81966
H 3.62218 -6.89112 4.71424
H 7.10027 1.50336 -0.05913
H 10.06679 0.43594 3.79201
H 11.42855 1.79689 5.09890
H 4.30167 0.58099 1.99425
H 14.26844 -0.38934 4.86942
H 8.97297 -1.29019 -3.91411
H 6.89730 -0.82265 0.65999
H 12.28120 -0.98044 -4.66124
*
```

Calculated values
- electronic energy (hartree) = -1905.94867
- LUMO energy (alpha / beta) (eV) = 0.019 / -0.231
- molar mass (g mol⁻¹) = 564.8
- highest occupied orbital energy (alpha / beta) (eV) = -4.7 / -8.5

Löwdin atomic charge list, values in e, 8 entries: O 0.161; O -0.061; O -0.182; O -0.196; O -0.054; O -0.195; O 0.161; O -0.179